[1]
Density functional theory data (the ωB97M-V functional and the def2-TZVPD basis) for a 2-piece molecular cluster, C4H10N2O overall at a distorted geometry.

Output
* SMILES: C=CN(N)O.C=C
* energy above the lowest of the compared OMol25 structures with the same formula, charge and spin: 483.3 kJ/mol
* HOMO energy: -8.271 eV
* Kohn-Sham gap: 0.337 Ha
* total energy: -343.01737 Eh

Last column: Löwdin charge in e.
Geometry (Å):
1 C 1.7732 1.0280 0.8286  -0.003
2 C 1.6124 0.2186 -0.2070  -0.213
3 N 1.0944 -1.0713 -0.1368  -0.251
4 N 0.3372 -1.3436 0.9787  0.060
5 O 0.4243 -1.4363 -1.3758  -0.053
6 H 2.2696 1.9729 0.7121  0.042
7 H 1.4424 0.7538 1.8135  0.043
8 H 1.9479 0.4699 -1.2025  0.110
9 H -0.5510 -0.8398 0.9928  0.054
10 H 0.1798 -2.3427 1.0585  0.093
11 H 0.8742 -2.2262 -1.7017  0.088
12 C -1.7399 0.7898 -0.9325  -0.076
13 C -2.0633 0.8147 0.3446  -0.101
14 H -2.2381 0.1472 -1.6392  0.054
15 H -0.9432 1.3989 -1.3261  0.051
16 H -1.5593 1.4588 1.0473  0.050
17 H -2.8606 0.2075 0.7452  0.051

Cartesian forces (eV/Å) of the 6 atoms listed first:
-0.037 0.100 0.129
-0.040 0.107 -0.226
0.015 -1.057 -0.352
-0.174 -0.151 0.269
-0.156 0.520 0.166
0.113 0.178 -0.143


[2]
Density functional theory data (the ωB97M-V functional and the def2-TZVPD basis) for the molecule C4H10N2O at a distorted geometry.

Output
* SMILES: CC(=O)NCCN
* energy above the lowest of the compared OMol25 structures with the same formula, charge and spin: 204.1 kJ/mol
* HOMO energy: -9.376 eV
* Kohn-Sham gap: 0.374 Ha
* total energy: -343.12374 Eh

Last column: Löwdin charge in e.
Geometry (Å):
1 C 0.0683 1.3340 -1.7765  -0.030
2 C -0.8960 1.0382 -0.6934  -0.532
3 O -2.1257 1.2166 -0.8426  -0.007
4 N -0.4559 0.4981 0.5364  0.032
5 C 1.0141 0.0597 0.8719  -0.154
6 C 1.3266 -1.4014 0.4715  -0.279
7 N 0.6363 -2.4345 1.3182  -0.043
8 H 1.0827 1.4602 -1.4353  0.042
9 H -0.3629 2.0442 -2.4833  0.080
10 H 0.3158 0.4437 -2.5904  0.149
11 H -1.2607 0.3707 1.2413  0.162
12 H 1.2713 0.2754 1.9194  0.107
13 H 1.5227 0.8876 0.3070  0.096
14 H 2.3680 -1.5003 0.5645  0.074
15 H 1.1475 -1.6577 -0.6462  0.133
16 H -0.4208 -2.2966 1.3127  0.081
17 H 1.0015 -2.3882 2.3275  0.089

Cartesian forces (eV/Å) of the 6 atoms listed first:
1.077 -2.488 -2.918
-2.624 -1.314 1.565
2.424 -0.054 0.179
-0.042 -0.378 0.879
-2.130 1.775 -1.756
-1.968 -0.218 -0.754


[3]
Density functional theory data (the ωB97M-V functional and the def2-TZVPD basis) for the molecule C4H10N2O at a distorted geometry.

Output
* SMILES: CNCCNC=O
* energy above the lowest of the compared OMol25 structures with the same formula, charge and spin: 133.5 kJ/mol
* HOMO energy: -9.262 eV
* Kohn-Sham gap: 0.373 Ha
* total energy: -343.15061 Eh

Last column: Löwdin charge in e.
Geometry (Å):
1 C -2.9937 -0.1471 -0.6204  -0.146
2 N -1.7156 0.3976 -0.1887  -0.146
3 C -0.9571 -0.4437 0.7472  -0.221
4 C 0.4036 0.2284 1.0894  -0.183
5 N 1.0661 0.6428 -0.1020  0.015
6 C 2.1523 0.1066 -0.7028  -0.356
7 O 2.8024 -0.8039 -0.2277  0.006
8 H -2.8868 -1.0017 -1.2885  0.077
9 H -3.5095 0.6439 -1.1538  0.072
10 H -3.6649 -0.4769 0.1885  0.074
11 H -1.9191 1.2554 0.3066  0.097
12 H -0.7176 -1.3811 0.2542  0.115
13 H -1.5839 -0.6638 1.6171  0.111
14 H 0.1758 1.0069 1.8215  0.117
15 H 0.9714 -0.5709 1.5682  0.118
16 H 0.6506 1.4541 -0.5173  0.122
17 H 2.4414 0.5669 -1.6523  0.127

Cartesian forces (eV/Å) of the 6 atoms listed first:
-0.213 -0.056 0.129
0.158 -0.126 0.309
-0.017 0.381 -0.858
-1.259 -1.853 0.640
-0.062 1.266 -0.325
0.340 -0.620 1.059


[4]
Density functional theory data (the ωB97M-V functional and the def2-TZVPD basis) for the molecule C4H10N2O at a distorted geometry.

Output
* SMILES: CN[C@@H](C)C(N)=O
* energy above the lowest of the compared OMol25 structures with the same formula, charge and spin: 216.8 kJ/mol
* HOMO energy: -8.268 eV
* Kohn-Sham gap: 0.337 Ha
* total energy: -343.11889 Eh

Last column: Löwdin charge in e.
Geometry (Å):
1 C -1.2379 1.4045 0.8232  -0.144
2 N 0.0089 0.6778 0.8282  -0.059
3 C 0.7391 0.0195 -0.4786  -0.208
4 C 2.1634 -0.3400 -0.1771  -0.056
5 C -0.3029 -1.0370 -0.2095  -0.589
6 N -1.3597 -1.0370 -1.1107  0.149
7 O -0.0124 -2.0716 0.4167  -0.005
8 H -1.3609 1.9206 -0.1306  0.078
9 H -2.1164 0.7614 0.9747  0.074
10 H -1.2133 2.1447 1.6196  0.074
11 H 0.2468 0.2237 1.7015  0.117
12 H 0.5720 0.6034 -1.3848  0.135
13 H 2.5582 -0.9613 -0.9798  0.088
14 H 2.2306 -0.9092 0.7451  0.078
15 H 2.7605 0.5693 -0.0743  0.081
16 H -1.6396 -0.1983 -1.5886  0.086
17 H -2.0363 -1.7706 -0.9749  0.102

Cartesian forces (eV/Å) of the 6 atoms listed first:
0.112 -0.274 -0.230
1.676 0.826 -1.081
-2.684 0.248 3.271
-0.121 0.368 0.033
2.392 -3.086 -3.058
-0.045 0.155 0.880